No. 1
The following is a DFT calculation (wB97M-V/def2-TZVPD) of the molecule C5H9N.

XYZ file:
```
15
Properties=species:S:1:pos:R:3:forces:R:3
H -0.341 -0.321 -2.952 0.40 -0.06 -0.40
C -0.478 1.345 2.516 0.73 1.66 1.27
N 0.629 1.113 1.947 -0.18 -3.04 -0.06
H 0.869 1.362 -0.157 0.07 -0.01 -0.21
H 1.045 0.161 -1.914 0.37 -0.10 -0.73
C 0.385 -0.658 0.349 -0.61 1.31 0.61
H -1.268 2.067 2.234 -0.25 -0.95 -1.14
H 0.890 -1.576 -2.497 0.35 0.40 -0.31
H -0.844 -1.952 -0.869 0.46 -0.22 -0.12
C -0.422 -0.947 -0.902 0.48 -0.24 -0.84
H -1.336 -0.341 -0.963 0.32 0.25 0.48
H -0.607 1.077 3.578 0.50 0.39 0.00
H 0.332 -1.290 1.226 -0.28 -0.26 -0.09
C 0.389 -0.651 -2.216 -1.24 -0.46 1.55
C 0.757 0.611 0.620 -1.11 1.35 -0.02
```
Positions in Å, forces in eV/Å.

HOMO energy: -8.187 eV
frontier orbital gap: 0.3235 Ha
2S+1: 1
SMILES: C=N/C=C/CC
strongest force on any atom: 3.05 eV Å⁻¹

Results of the Löwdin charge analysis, in e, for atoms 1 through 5:
1. H 0.064
2. C -0.054
3. N -0.010
4. H 0.101
5. H 0.048

***

No. 2
The following is a DFT calculation (wB97M-V/def2-TZVPD) of C18H19BN2O5 as an isolated structure.

XYZ file:
```
45
Properties=species:S:1:pos:R:3:forces:R:3
N 0.404 1.149 1.721 0.48 1.94 1.06
H 0.541 0.830 -0.400 -0.07 0.64 -0.65
O 0.456 1.641 -2.356 0.44 1.23 1.75
O -1.747 -5.147 -1.160 -1.90 -1.24 -1.23
H 2.114 0.579 -3.915 0.84 0.37 -0.77
H -2.754 -1.295 -0.685 -0.31 0.23 0.42
C 0.987 0.580 2.757 0.75 -0.17 -0.07
C 0.603 3.251 2.975 -0.09 -1.61 -0.69
H -0.193 1.115 -4.833 0.73 0.31 -1.03
C 0.246 2.477 1.822 -0.18 0.32 1.70
C -0.722 0.597 -4.070 -0.62 1.31 -0.42
H -0.949 1.488 -0.973 -1.88 0.12 0.60
C 1.373 1.266 3.936 -0.07 -1.99 -1.11
C 0.367 4.618 3.088 -1.39 5.29 0.20
N 0.120 5.767 3.244 0.93 -3.77 -0.53
O -3.067 -3.266 -0.635 2.50 -2.81 -0.46
H -0.206 -0.355 -2.213 0.54 0.89 -0.38
C 1.340 -2.655 1.266 -0.13 -0.25 -0.07
O 1.374 -0.730 2.562 0.27 1.42 1.76
H -2.676 -5.172 -1.509 1.17 -0.87 -0.11
H 2.257 -0.367 -2.381 -0.22 0.14 -0.48
H -1.068 -0.455 1.878 -0.40 -0.34 -0.61
H 2.383 -2.801 1.402 0.75 0.18 0.35
C 0.431 3.017 -0.369 1.72 -0.34 0.17
C 1.680 -0.164 -3.298 -2.62 -0.80 0.64
H 1.549 3.170 -0.025 -1.85 -0.41 -1.36
C -2.777 -2.130 0.030 -0.21 2.92 2.49
H 1.255 -4.275 -0.075 -0.48 -0.22 0.57
C -0.710 -3.359 0.233 0.70 0.18 0.09
H -1.644 1.309 -4.010 1.53 -1.50 1.07
C 0.273 0.391 -2.929 -0.83 -0.96 0.82
C 0.083 1.671 -0.966 2.28 -0.72 -1.40
H -1.029 -0.334 -4.474 -0.47 -0.95 -0.45
C -1.360 -2.233 0.639 0.06 0.94 0.48
O -0.315 3.141 0.813 -0.68 0.44 1.03
C 1.178 2.595 4.054 0.01 -0.01 -0.38
C 0.664 -3.557 0.504 -0.52 -0.22 -1.24
C -0.634 -1.334 1.400 -1.46 1.60 1.65
H 1.392 -1.092 -3.806 0.98 -0.01 -0.23
H -3.571 -2.013 0.821 0.80 0.58 -0.60
B -1.813 -3.987 -0.523 -1.42 -0.97 -1.47
H 1.876 0.764 4.715 0.39 -0.83 0.62
H 1.548 3.046 4.961 -0.28 0.58 -0.09
H 0.086 3.821 -0.998 0.23 0.26 -0.38
C 0.656 -1.558 1.781 -0.01 -0.90 -1.24
```
Positions in Å, forces in eV/Å.

HOMO energy: -9.065 eV
frontier orbital gap: 0.3239 Ha
2S+1: 1
strongest force on any atom: 5.48 eV Å⁻¹

Results of the Löwdin charge analysis, in e, for atoms 1 through 5:
1. N 0.202
2. H 0.116
3. O -0.139
4. O 0.215
5. H 0.065

***

No. 3
The following is a DFT calculation (wB97M-V/def2-TZVPD) of an isolated ion of composition C4H8NO and charge +1.

XYZ file:
```
14
Properties=species:S:1:pos:R:3:forces:R:3
H -2.394 -0.756 -1.000 -0.46 1.03 -0.36
C -2.017 1.078 0.156 1.11 -0.81 0.44
H 2.762 -0.611 -0.892 -0.32 2.20 1.03
C -0.738 -1.029 0.206 -4.05 -1.91 2.10
O 0.560 -0.746 0.016 6.84 3.08 -0.81
H 3.131 0.399 0.677 -0.03 -0.22 -0.34
N 1.201 0.347 0.286 -2.21 -1.87 -0.60
H -1.293 1.351 0.926 -0.55 0.70 -0.14
H -0.987 -1.232 1.332 0.76 0.42 -1.84
H -2.869 1.620 -0.110 -0.85 1.18 -0.22
C -1.796 -0.100 -0.371 0.46 -1.91 0.31
C 2.526 0.351 -0.263 -0.39 -3.48 0.82
H 2.668 1.329 -0.636 0.15 1.11 -0.98
H -0.754 -2.002 -0.327 -0.47 0.48 0.59
```
Positions in Å, forces in eV/Å.

HOMO energy: -14.715 eV
frontier orbital gap: 0.2671 Ha
2S+1: 1
strongest force on any atom: 7.54 eV Å⁻¹
net charge: +1

Results of the Löwdin charge analysis, in e, for atoms 1 through 5:
1. H 0.117
2. C 0.063
3. H 0.165
4. C -0.188
5. O 0.008

***

No. 4
The following is a DFT calculation (wB97M-V/def2-TZVPD) of C48H51IN10O6PbSSi as an isolated structure.

XYZ file:
```
119
Properties=species:S:1:pos:R:3:forces:R:3
H -6.988 4.670 4.594 0.00 0.01 0.00
H 0.349 -5.821 -1.528 -0.01 -0.08 -0.01
H -2.029 -1.972 -3.323 -0.03 0.05 -0.03
H 4.217 1.473 -2.610 0.01 0.05 -0.03
C -5.266 4.439 3.339 0.11 0.04 -0.20
H 3.908 -4.935 -0.979 0.02 0.00 0.00
C 1.050 1.541 6.805 -0.06 0.03 -0.05
H 1.145 -1.098 3.343 0.01 -0.02 -0.02
N -3.092 4.457 1.055 -0.61 -0.11 0.40
C -2.892 1.313 -1.607 -0.12 -0.16 0.09
C 1.683 0.147 -2.312 -0.28 -0.14 0.03
N 0.583 1.950 3.217 -0.82 0.68 0.62
H 3.554 -5.761 0.550 0.02 -0.02 -0.01
N -4.846 -0.743 2.335 -0.10 0.20 -0.09
Si 0.805 -2.741 -2.076 0.39 0.87 -0.51
N -1.198 2.329 4.790 -0.74 0.07 0.11
H 5.357 -1.078 -4.990 0.02 -0.05 -0.02
H -0.097 -5.409 -5.030 0.01 -0.01 -0.02
H 1.426 -4.174 1.679 -0.05 0.04 0.00
H 1.972 -5.879 -2.232 0.00 0.01 -0.01
H 1.049 -5.870 1.352 0.03 -0.01 0.01
H 0.264 -3.793 -5.665 -0.02 0.01 -0.03
H -2.484 -2.512 -4.941 0.00 -0.03 -0.02
H -3.681 2.629 6.422 0.02 0.00 0.00
C 3.405 0.954 5.349 0.04 -0.02 -0.08
N 1.448 2.386 0.544 0.07 0.63 0.15
H 5.442 0.216 -2.474 0.03 0.02 -0.02
H 2.657 1.337 -4.647 -0.03 0.00 -0.01
O 0.049 -3.747 -3.051 -0.16 -0.13 0.10
C 2.249 1.349 4.702 -0.24 0.09 0.36
N -1.109 3.569 0.034 -0.47 0.70 0.65
C 2.207 1.123 7.451 -0.03 0.02 0.06
C -2.854 6.748 -2.805 -0.03 0.02 0.02
H 0.147 1.776 7.352 -0.01 -0.02 0.00
C -1.145 4.775 -1.932 -0.37 0.20 0.05
H 1.279 0.651 -3.183 0.17 -0.03 -0.09
C -2.092 2.809 3.964 0.61 -0.05 0.16
H 3.954 -2.125 -4.995 0.03 -0.03 -0.03
C 2.823 -0.833 -2.619 0.40 0.69 0.26
O -2.745 -0.067 2.762 -0.18 -0.20 -0.40
C -2.214 5.196 -1.130 0.18 0.06 -0.35
H -2.478 -4.286 -2.401 -0.05 0.01 0.03
C -1.655 -2.428 -4.239 0.11 -0.03 0.12
O 2.151 -2.070 -3.160 -0.08 -0.30 0.05
H -1.313 -4.540 -5.982 0.01 0.01 -0.03
H 3.618 0.396 -5.784 0.01 0.03 -0.01
C -3.424 3.269 4.390 -0.47 0.15 -0.19
H -3.904 6.505 -0.932 -0.02 -0.03 -0.01
C -4.124 3.132 5.572 0.15 -0.04 0.02
H 2.848 -2.688 -3.434 -0.10 -0.07 0.02
C 2.707 0.605 -0.095 -0.28 0.32 0.37
H -3.803 -1.480 0.053 0.01 0.06 -0.06
H -1.634 6.800 -4.562 0.01 0.00 0.00
H -0.905 -1.762 -4.669 -0.01 0.03 0.00
C 4.573 -1.489 -4.355 -0.02 0.06 0.17
H 4.310 0.743 4.795 -0.02 -0.02 -0.03
H 2.101 -0.265 -5.167 0.00 0.01 -0.06
H -2.098 -1.309 0.566 0.16 0.10 -0.01
H 1.583 -6.885 -0.828 0.02 -0.01 0.00
C -1.074 -3.807 -3.970 -0.12 -0.07 -0.24
C -2.991 3.822 2.201 0.35 0.31 -0.41
C 1.087 1.648 5.428 0.30 -0.12 0.05
C 3.499 -0.580 -0.204 0.06 -0.04 -0.02
C -2.161 4.381 0.095 0.80 -0.45 -0.20
C 3.333 -4.880 -0.052 -0.12 0.05 -0.05
C 3.581 -1.233 -1.374 -0.10 -0.35 -0.01
H 2.207 1.019 8.529 0.03 0.01 0.00
H 5.319 1.163 -3.964 -0.02 0.01 -0.03
H 4.253 0.519 7.267 0.00 0.01 0.00
C 1.840 -4.808 -0.350 0.07 -0.24 0.08
C 2.980 0.328 -4.902 -0.01 -0.07 0.12
C 1.409 -5.918 -1.298 -0.03 0.15 0.00
C 2.003 1.062 -1.209 -0.35 0.45 0.03
I -3.064 -3.600 1.484 0.03 -0.05 -0.05
H -0.012 -4.596 0.732 -0.04 0.01 0.06
H -0.619 -1.118 3.516 -0.02 -0.03 0.01
H -5.997 3.537 6.530 0.00 0.00 0.00
H 3.638 -3.990 0.497 0.02 -0.02 0.04
H 0.828 -1.875 1.208 0.03 0.10 -0.02
H -5.692 4.936 2.478 -0.02 0.01 0.01
C -3.990 3.913 3.282 -0.15 -0.18 0.53
S 0.118 -0.807 -1.709 0.00 -0.41 0.17
N -1.946 3.084 2.638 0.14 0.29 0.10
C -1.782 6.339 -3.594 -0.01 0.00 -0.08
H 4.220 -2.104 -1.472 -0.01 -0.01 0.04
C 1.025 -4.863 0.935 0.03 0.09 -0.10
C 0.064 2.015 4.433 0.67 -0.09 -0.70
C -0.455 3.729 -1.168 0.67 -0.67 -0.57
C 0.230 -1.628 3.066 0.03 -0.04 0.00
Pb -0.894 1.564 1.227 0.36 -1.36 -0.29
H 4.056 -0.928 0.659 0.04 -0.02 -0.03
H 0.275 -2.655 3.447 -0.01 0.04 0.03
O 0.019 -1.612 1.658 0.03 -0.05 -0.07
H 5.064 -2.098 -3.590 0.01 0.00 -0.01
C -3.523 -0.694 2.052 -0.06 0.00 0.47
O -3.192 1.410 -2.763 0.11 0.02 0.00
C -5.417 3.641 5.622 -0.03 0.06 -0.01
C -3.083 6.181 -1.558 -0.01 0.02 0.15
H -0.071 5.031 -3.774 -0.01 -0.04 0.00
O 1.630 -3.511 -0.953 -0.12 -0.08 0.15
C -2.114 -4.718 -3.333 0.15 0.01 0.03
C -0.518 -4.427 -5.246 -0.01 0.03 0.14
C 3.366 0.838 6.734 0.02 -0.02 0.01
C 3.769 -0.322 -3.756 -0.07 -0.07 -0.16
C -5.978 4.286 4.523 -0.02 0.00 0.06
H -2.956 -4.855 -4.012 -0.02 0.02 0.01
N 2.663 1.233 2.286 -0.06 0.18 1.05
C 1.257 2.195 -0.786 0.81 -0.80 0.25
C -3.102 -1.545 0.876 0.02 0.04 0.15
N 0.530 3.007 -1.605 -0.76 0.84 -0.13
C -0.909 5.346 -3.167 0.03 -0.03 0.06
C 4.747 0.697 -3.162 -0.05 -0.04 0.08
C 1.895 1.548 3.287 0.85 -0.54 -0.64
N -2.611 1.184 -0.455 -0.71 -0.11 -0.44
C 2.306 1.442 0.991 -0.08 -0.41 -1.00
H -5.198 -0.138 3.058 0.05 0.01 0.02
H -5.504 -1.145 1.693 0.03 -0.03 -0.02
H -1.678 -5.695 -3.118 -0.01 -0.01 0.00
H -3.517 7.522 -3.170 0.01 0.00 -0.01
```
Positions in Å, forces in eV/Å.

HOMO energy: -6.230 eV
frontier orbital gap: 0.1846 Ha
2S+1: 1
strongest force on any atom: 1.43 eV Å⁻¹

Results of the Löwdin charge analysis, in e, for atoms 1 through 5:
1. H 0.102
2. H 0.078
3. H 0.069
4. H 0.095
5. C -0.006

***

No. 5
The following is a DFT calculation (wB97M-V/def2-TZVPD) of C22H33IrN9 as an isolated structure.

XYZ file:
```
65
Properties=species:S:1:pos:R:3:forces:R:3
H -1.752 -4.699 -3.436 0.05 0.05 -0.05
N 1.510 3.112 0.447 -0.01 -0.35 -0.18
H -1.280 -0.067 4.446 -0.01 -0.02 -0.03
H 4.269 4.081 -0.581 0.00 -0.16 0.04
H -1.969 -2.728 -4.982 -0.04 -0.03 0.05
H -1.660 -1.098 -4.364 -0.01 -0.03 0.05
N -1.641 0.540 1.292 -0.13 -0.37 -0.22
C -3.723 1.677 0.937 -0.01 0.04 0.05
H -3.238 0.978 4.216 0.03 0.02 0.00
C 1.766 2.321 -0.604 0.03 0.30 0.37
H 0.375 -1.286 5.325 0.00 0.03 0.00
C 3.205 4.122 -0.808 0.13 0.22 -0.04
C -1.176 -3.072 0.612 0.08 -0.06 0.11
H 2.566 -2.372 5.019 0.01 0.00 -0.01
N 2.754 2.820 -1.338 0.03 -0.20 -0.29
H -3.242 -3.793 -3.249 0.02 0.06 -0.05
N -1.448 -3.117 -0.810 0.00 0.19 -0.22
C -2.221 -4.209 -1.359 -0.06 -0.16 0.03
H -3.225 -4.229 -0.918 0.01 0.05 0.02
C -1.885 0.493 2.614 -0.09 0.11 -0.09
H -1.753 -5.170 -1.119 0.06 0.04 0.03
C -3.062 1.036 3.149 -0.06 0.01 0.07
H 0.504 1.903 1.817 0.09 0.00 0.18
H -0.311 -2.237 -4.649 -0.01 -0.06 0.05
H -4.421 2.136 0.251 0.00 0.01 0.01
H 2.412 -1.284 0.878 -0.08 0.01 -0.02
C 0.213 -0.693 3.262 0.16 -0.04 0.02
C 2.342 4.325 0.432 0.08 0.16 0.04
H 2.948 2.560 -3.441 0.00 0.07 0.01
C 0.531 2.940 1.490 -0.25 0.01 -0.01
H -2.321 1.148 -0.581 0.05 -0.02 0.02
C -1.346 -2.139 -4.314 -0.15 -0.03 -0.21
H -1.484 -4.016 1.056 -0.01 -0.01 -0.05
H -4.887 2.047 2.728 0.00 0.00 0.00
C 2.664 -1.903 2.901 0.02 0.03 0.09
N 0.772 -0.707 2.037 -0.13 -0.14 -0.12
H 0.825 3.544 2.347 0.02 0.02 -0.03
H 0.262 -0.719 -3.523 0.02 -0.05 0.21
H 4.435 2.815 -2.551 0.01 0.00 0.09
C -2.233 -3.916 -2.833 -0.04 -0.10 0.06
H 2.931 4.400 1.346 -0.01 -0.14 0.03
N -0.991 -0.084 3.475 -0.05 -0.01 0.14
C 1.997 -1.313 1.879 0.12 -0.05 0.05
H -1.743 -2.264 1.078 -0.02 0.02 -0.01
H -0.471 3.245 1.177 0.01 0.05 -0.01
H 3.073 4.901 -1.557 -0.14 -0.05 -0.05
C 0.040 -0.206 -2.591 -0.13 -0.16 -0.51
C -3.977 1.626 2.321 -0.01 0.01 -0.03
N 1.063 1.149 -0.886 -0.02 -0.78 -0.33
H -0.109 -2.933 0.778 0.04 0.01 -0.01
C 2.069 -1.899 4.180 0.01 0.01 -0.04
C 3.470 2.314 -2.516 0.12 0.06 -0.07
Ir 0.032 -0.001 0.299 0.18 0.63 0.80
H 3.630 -2.357 2.728 -0.01 -0.01 0.01
H 1.719 5.217 0.374 -0.10 -0.06 -0.08
C -1.044 -2.197 -1.735 -0.06 -0.05 0.39
H 1.525 1.184 -2.982 -0.04 0.09 0.15
C -2.569 1.134 0.472 -0.15 0.00 0.03
H -0.760 0.515 -2.783 0.05 0.06 0.03
H 2.113 -0.230 -2.108 -0.03 -0.01 -0.05
N -1.502 -2.679 -2.962 0.02 -0.01 -0.22
H 3.652 1.247 -2.460 0.11 0.03 0.06
C 0.854 -1.295 4.354 0.02 -0.03 0.10
N -0.365 -1.101 -1.491 0.00 0.42 0.01
C 1.290 0.484 -2.185 0.30 0.41 -0.40
```
Positions in Å, forces in eV/Å.

HOMO energy (spin up / spin down): -19.668 / -19.671 eV
frontier orbital gap (spin up / spin down): 0.2412 / 0.1594 Ha
2S+1: 2
strongest force on any atom: 1.03 eV Å⁻¹
expectation value of S²: 0.78
net charge: +4

Results of the Löwdin charge analysis, in e, for atoms 1 through 5:
1. H 0.187
2. N -0.067
3. H 0.176
4. H 0.146
5. H 0.128